Here is a molecular structure, CH2OS2 from OMol25. Energies are from ωB97M-V/def2-TZVPD.

For the energy above the lowest of the compared OMol25 structures with the same formula, charge and spin, the calculation gives 2.850 eV. As for the HOMO energy: -8.3 eV. The value obtained for the total energy is -24784.4260 eV.

The geometry in ORCA input format:
```
! wB97M-V def2-TZVPD RIJCOSX def2/J DEFGRID3
* xyz 0 1
C 0.101 -0.141 0.528
H 0.561 1.557 -1.626
H -1.378 -1.183 0.465
O -0.787 -0.852 1.037
S 0.063 -0.117 -1.353
S 1.440 0.736 0.949
*
```


Here is a molecular structure, C14H31AgN3NbO2 from OMol25. Energies are from ωB97M-V/def2-TZVPD.

For the energy above the lowest of the compared OMol25 structures with the same formula, charge and spin, the calculation gives 1.557 eV. As for the HOMO energy (alpha / beta): -15.6 / -15.6 eV. The value obtained for the total energy is -29119.7851 eV.

The geometry in ORCA input format:
```
! wB97M-V def2-TZVPD RIJCOSX def2/J DEFGRID3
* xyz 2 1
N 1.626 -0.296 -1.537
C 2.514 -0.738 -2.238
O 3.397 -1.339 -2.806
Ag 1.953 -3.063 -0.719
Nb 0.562 0.003 0.269
N -1.081 -1.137 0.190
N 0.194 1.889 0.011
C -2.079 -1.696 -0.747
C 0.211 2.746 -1.165
C -2.806 -2.900 -0.133
C -3.102 -0.616 -1.066
C -1.366 -2.141 -1.996
C 1.659 3.068 -1.465
C -0.571 4.027 -0.903
C -0.406 1.994 -2.321
H -2.098 -3.664 0.170
H -3.462 -3.362 -0.903
H -3.442 -2.633 0.704
H -3.598 -0.231 -0.190
H -3.870 -1.016 -1.760
H -2.632 0.225 -1.590
H -0.770 -1.347 -2.455
H -2.117 -2.453 -2.759
H -0.701 -2.978 -1.824
H 2.156 3.513 -0.611
H 1.715 3.775 -2.308
H 2.220 2.174 -1.743
H -0.112 4.668 -0.157
H -1.599 3.813 -0.627
H -0.610 4.613 -1.839
H -0.331 2.614 -3.229
H -1.465 1.816 -2.134
H 0.102 1.047 -2.513
C -1.558 -0.958 1.578
H -0.798 -0.409 2.181
H -2.515 -0.401 1.628
H -1.732 -1.929 2.087
C 0.169 2.505 1.347
H 0.281 1.771 2.157
H 0.958 3.275 1.434
H -0.806 3.007 1.506
C 1.739 -2.505 1.971
C 2.005 -1.107 2.425
C 3.221 -0.988 3.357
O 2.191 -0.247 1.308
H 2.632 -2.925 1.456
H 0.854 -2.613 1.304
H 1.534 -3.137 2.825
H 1.156 -0.727 3.003
H 4.134 -1.393 2.877
H 3.402 0.016 3.697
H 3.043 -1.607 4.251
*
```


Here is a molecular structure, C36H48BN7O4PtS4 from OMol25. Energies are from ωB97M-V/def2-TZVPD.

Its expectation value of S² is 6.038. As for the HOMO energy (alpha / beta): -11.9 / -13.7 eV. The value obtained for the total energy is -103979.5614 eV.

The geometry in ORCA input format:
```
! wB97M-V def2-TZVPD RIJCOSX def2/J DEFGRID3
* xyz 2 5
Pt 0.137 1.012 -2.125
C 4.856 0.385 -0.066
C 3.512 0.245 0.571
C 3.331 0.222 1.938
C 2.047 0.131 2.491
N 0.980 -0.035 1.702
N 1.145 -0.021 0.414
B -0.095 -0.325 -0.542
N 0.134 -1.777 -1.087
N 0.600 -2.644 -0.172
C 0.717 -3.901 -0.505
C 0.319 -4.349 -1.792
C -0.148 -3.476 -2.725
C -0.567 -3.888 -4.098
C -0.202 -2.104 -2.339
S -0.652 -0.892 -3.463
C 1.242 -4.866 0.541
C 0.029 -5.606 1.130
C 1.977 -4.112 1.647
C 2.195 -5.880 -0.102
N -1.444 -0.152 0.106
N -1.661 -1.068 1.092
C -2.814 -1.095 1.687
C -3.877 -0.204 1.328
C -3.713 0.697 0.319
C -4.825 1.607 -0.102
C -2.447 0.711 -0.320
S -2.090 1.629 -1.697
C -3.033 -2.175 2.735
C -3.858 -1.634 3.909
C -3.800 -3.315 2.045
C -1.701 -2.695 3.274
C 2.335 0.180 -0.190
S 2.305 0.400 -1.908
C 1.784 0.155 3.982
C 0.441 0.834 4.269
C 2.899 0.895 4.725
C 1.741 -1.312 4.445
H 5.638 0.389 0.689
H 4.923 1.312 -0.636
H 5.043 -0.440 -0.756
H 4.189 0.311 2.589
H 0.398 -5.399 -2.040
H -0.463 -4.962 -4.227
H 0.038 -3.382 -4.853
H -1.606 -3.610 -4.281
H -0.675 -4.909 1.588
H 0.364 -6.307 1.895
H -0.500 -6.176 0.364
H 1.321 -3.401 2.147
H 2.837 -3.570 1.248
H 2.340 -4.825 2.387
H 1.690 -6.545 -0.802
H 2.622 -6.510 0.677
H 3.018 -5.387 -0.622
H -4.826 -0.265 1.838
H -5.705 1.423 0.510
H -5.106 1.434 -1.143
H -4.530 2.651 0.008
H -4.886 -1.402 3.633
H -3.403 -0.740 4.339
H -3.903 -2.394 4.689
H -4.743 -2.965 1.623
H -4.026 -4.097 2.770
H -3.206 -3.752 1.240
H -1.228 -1.945 3.906
H -1.012 -2.945 2.467
H -1.877 -3.584 3.880
H 0.464 1.887 3.983
H 0.240 0.780 5.338
H -0.375 0.349 3.737
H 3.027 1.913 4.354
H 3.856 0.375 4.674
H 2.634 0.959 5.780
H 0.974 -1.869 3.908
H 1.509 -1.343 5.510
H 2.703 -1.805 4.293
C 3.133 8.583 -4.994
C 2.329 7.458 -4.418
C 0.957 7.581 -4.224
C 0.215 6.540 -3.685
C 0.876 5.374 -3.344
C 2.246 5.211 -3.516
C 2.958 6.261 -4.057
S -0.078 4.036 -2.673
O -0.202 2.934 -3.661
O 0.511 3.586 -1.408
N -2.550 3.102 -1.653
C -3.499 3.377 -2.721
C -3.788 2.100 -3.484
O -4.523 1.891 -4.378
O -2.997 1.055 -2.947
H 2.498 9.404 -5.319
H 3.718 8.241 -5.848
H 3.834 8.968 -4.251
H 0.459 8.501 -4.497
H -0.851 6.643 -3.535
H 2.737 4.289 -3.236
H 4.025 6.156 -4.208
H -3.119 4.115 -3.434
H -4.444 3.760 -2.328
*
```


Here is 3 unconnected molecules or ions with the total composition C30H59BFN2O7 from OMol25. Energies are from ωB97M-V/def2-TZVPD.

Its expectation value of S² is 2.008. As for the HOMO energy (alpha / beta): -4.7 / -4.7 eV. The value obtained for the total energy is -52774.7820 eV.

The geometry in ORCA input format:
```
! wB97M-V def2-TZVPD RIJCOSX def2/J DEFGRID3
* xyz -1 3
C 3.893 8.330 1.111
C 2.394 8.075 1.022
O 2.024 7.028 0.162
C 2.630 5.770 0.456
C 1.674 4.667 0.037
C 2.362 3.358 -0.329
C 2.931 2.409 0.772
C 2.303 2.258 2.179
C 2.888 2.910 3.467
C 1.894 3.921 4.069
O 2.597 4.918 4.836
C 1.866 5.834 5.492
C 2.761 6.756 6.277
O 0.616 5.909 5.477
C 4.337 3.427 3.418
O 4.957 3.031 4.601
B 4.034 2.160 5.392
F 4.677 0.972 5.764
O 2.975 1.838 4.398
H 4.085 9.364 1.397
H 4.353 8.131 0.140
H 4.377 7.674 1.839
H 1.984 7.886 2.015
H 1.887 8.962 0.634
H 2.865 5.716 1.517
H 3.563 5.679 -0.114
H 0.893 4.533 0.785
H 1.174 5.039 -0.863
H 3.204 3.645 -0.969
H 1.709 2.758 -0.966
H 4.000 2.574 0.865
H 2.830 1.415 0.328
H 1.233 2.487 2.111
H 2.356 1.199 2.434
H 1.253 3.355 4.746
H 1.263 4.435 3.346
H 2.332 7.759 6.226
H 2.744 6.433 7.318
H 3.780 6.757 5.908
H 4.364 4.519 3.344
H 4.854 3.002 2.554
H 3.584 2.767 6.403
C -2.262 0.540 1.045
C -1.440 0.603 -0.261
C -2.213 -0.026 -1.420
C -2.315 -1.548 -1.332
C -0.938 -2.184 -1.159
C -0.148 -1.604 0.014
N -0.129 -0.111 -0.125
O 0.752 0.287 -0.975
C -0.744 -2.057 1.353
C 1.295 -2.084 -0.028
C -1.152 2.069 -0.541
H -2.980 -0.278 1.060
H -1.612 0.444 1.913
H -2.825 1.464 1.163
H -1.716 0.247 -2.356
H -3.209 0.423 -1.448
H -2.974 -1.843 -0.511
H -2.778 -1.940 -2.238
H -1.034 -3.263 -1.012
H -0.359 -2.037 -2.077
H -0.258 -1.540 2.182
H -0.565 -3.126 1.469
H -1.815 -1.902 1.433
H 1.765 -1.872 -0.984
H 1.304 -3.163 0.135
H 1.886 -1.609 0.756
H -0.573 2.519 0.266
H -2.104 2.595 -0.619
H -0.611 2.223 -1.472
C -1.147 -7.142 -3.314
C -2.391 -6.673 -2.531
C -3.518 -7.704 -2.622
C -4.187 -7.761 -3.994
C -4.655 -6.374 -4.432
C -3.544 -5.324 -4.393
N -2.907 -5.361 -3.039
O -3.575 -4.703 -2.153
C -2.528 -5.566 -5.517
C -4.123 -3.931 -4.588
C -1.988 -6.470 -1.078
H -1.385 -7.826 -4.127
H -0.601 -6.295 -3.727
H -0.472 -7.668 -2.641
H -4.274 -7.458 -1.870
H -3.106 -8.679 -2.353
H -3.508 -8.188 -4.737
H -5.045 -8.433 -3.947
H -5.059 -6.406 -5.447
H -5.466 -6.047 -3.775
H -1.674 -4.898 -5.410
H -3.008 -5.351 -6.471
H -2.160 -6.587 -5.566
H -4.912 -3.716 -3.873
H -4.536 -3.865 -5.594
H -3.348 -3.171 -4.481
H -1.224 -5.696 -0.992
H -1.576 -7.407 -0.703
H -2.833 -6.188 -0.456
*
```